Record 1
A gas-phase ion, C4H10NS2 (charge +1) in a non-equilibrium geometry. Source: OMol25; level of theory: ωB97M-V/def2-TZVPD.

Structure (XYZ):
```
17
Properties=species:S:1:pos:R:3:forces:R:3:lowdin_charge:R:1
C -2.1680 0.4633 -0.5629 1.336 -0.405 0.598 -0.712
C 0.6461 1.4039 -0.1621 1.251 0.953 0.723 -0.069
C -1.2301 -0.1251 0.3953 3.352 -2.910 -2.301 -0.644
C 0.3736 -0.0540 -0.2921 -2.776 1.594 5.512 -0.288
N 1.3288 -0.8127 0.6263 -3.399 -1.648 0.764 0.188
S -3.7251 0.8711 -0.2089 -0.692 0.236 -0.039 0.880
S -1.3679 -1.9385 0.7120 -1.177 -0.291 -0.110 0.788
H -1.5953 0.6551 -1.4422 -0.833 0.472 -1.194 0.065
H 0.7591 1.8890 0.8620 -0.109 -1.346 -0.797 0.130
H 1.5752 1.6065 -0.6837 -0.168 0.872 -0.469 0.094
H -0.2615 1.8620 -0.5128 0.252 0.820 -0.858 0.072
H -1.0888 0.2556 1.3465 -0.139 1.317 1.945 0.062
H 0.4100 -0.4161 -1.2522 0.109 -1.117 -2.099 0.121
H 0.9944 -1.7871 0.9024 -0.428 0.996 -0.818 0.122
H 1.4544 -0.3862 1.5201 0.079 1.040 0.694 0.157
H 2.1877 -0.9678 0.2452 3.299 -0.159 -1.637 0.122
H -1.6994 -2.1355 -0.5742 0.042 -0.423 0.086 -0.089
```
Forces are in eV/Å.

**Multiplicity**: 3
**Energy above the lowest of the compared OMol25 structures with the same formula, charge and spin**: 3.49 kcal per mole
**Charge**: +1
**Frontier orbital gap (alpha / beta)**: 7.58 / 7.27 eV
**Lowest unoccupied orbital energy (alpha / beta)**: -3.3812 / -6.0016 eV

***

Record 2
A molecular structure, C30H25F3N3ORuTe4. Source: OMol25; level of theory: ωB97M-V/def2-TZVPD.

Structure (XYZ):
```
67
Properties=species:S:1:pos:R:3:forces:R:3:lowdin_charge:R:1
Ru 1.0005 2.4598 0.9233 0.509 -0.388 -0.302 0.586
Te 2.9750 2.8600 2.6130 -0.359 0.073 -0.246 0.355
Te 1.6179 2.7597 4.8629 -0.066 -0.001 0.148 0.121
Te -0.8508 3.7150 4.2308 0.014 0.064 -0.192 0.083
Te -0.8586 4.2772 1.6384 -0.029 0.176 0.413 0.216
F -0.8920 -4.3539 7.2615 0.004 0.001 0.011 0.138
C -1.4172 -4.4323 6.0233 0.015 0.025 -0.007 -0.585
F -1.0564 -5.6202 5.5144 0.004 -0.017 -0.006 0.136
F -2.7574 -4.4622 6.1819 -0.014 -0.005 -0.008 0.134
C -0.9900 -3.2808 5.1622 0.022 -0.006 0.005 -0.138
C -1.2157 -1.9883 5.6230 -0.023 0.013 0.001 -0.006
C -0.8593 -0.9075 4.8418 -0.033 -0.010 -0.008 -0.021
C -0.2754 -1.1041 3.5856 -0.015 0.074 0.009 -0.251
C -0.0490 -2.4057 3.1391 0.045 -0.009 0.010 -0.031
C -0.4044 -3.4902 3.9237 0.046 -0.006 0.019 -0.014
C 0.0644 0.0208 2.7681 0.009 -0.147 -0.076 -0.148
C 0.3731 0.9748 2.0761 -0.050 0.093 0.067 -0.379
H -1.6771 -1.8327 6.5898 -0.001 0.000 -0.005 0.127
H -1.0505 0.1016 5.1816 0.010 0.002 0.011 0.103
H 0.3929 -2.5627 2.1642 -0.003 -0.006 0.002 0.120
H -0.2359 -4.4965 3.5672 -0.001 0.000 -0.007 0.122
C 2.2776 -1.2141 -5.2771 0.000 0.009 0.013 -0.060
C 2.3284 -0.0346 -4.3456 0.002 -0.004 -0.011 -0.279
C 2.7193 -0.1666 -3.0204 0.005 -0.002 0.001 -0.026
C 2.7744 0.9049 -2.1389 -0.019 -0.011 0.019 -0.205
C 3.3203 0.6476 -0.7579 -0.021 -0.008 0.004 -0.060
C 2.3878 2.1996 -2.5881 -0.009 0.000 0.008 -0.160
C 2.2640 3.3343 -1.7418 -0.043 -0.041 -0.004 -0.238
O 2.2508 3.3338 -0.4269 0.057 0.114 0.050 -0.405
C 2.0531 2.3514 -3.9708 -0.020 0.008 0.004 -0.229
C 1.6821 3.6973 -4.5318 0.006 -0.013 0.006 -0.060
C 2.0205 1.2510 -4.7992 0.004 -0.013 -0.009 -0.026
H 2.4700 -2.1450 -4.7435 0.000 0.002 0.000 0.071
H 3.0217 -1.1260 -6.0721 0.001 0.001 0.000 0.079
H 1.3011 -1.2981 -5.7598 0.000 0.000 0.000 0.074
H 3.0201 -1.1456 -2.6579 0.000 0.004 0.000 0.114
H 3.9343 -0.2540 -0.7657 0.000 0.004 -0.008 0.081
H 2.5354 0.4797 -0.0101 -0.021 0.027 0.004 0.037
H 3.9292 1.4784 -0.4040 -0.004 0.006 0.000 0.067
H 2.1609 4.3160 -2.1971 -0.009 0.010 -0.011 0.104
H 0.7906 4.1065 -4.0458 0.005 0.006 0.005 0.070
H 1.4785 3.6199 -5.5991 -0.003 -0.001 0.000 0.075
H 2.4804 4.4302 -4.3943 0.002 0.001 -0.003 0.084
H 1.7426 1.3908 -5.8399 0.000 0.001 0.001 0.115
C -1.2666 2.0115 -2.8166 0.009 0.006 -0.007 -0.028
C -0.5761 2.4633 -1.7104 0.016 0.021 0.001 -0.153
N -0.1803 1.6417 -0.7322 0.027 -0.057 0.161 -0.038
C -0.4913 0.3487 -0.8126 0.028 -0.017 -0.035 -0.079
C -1.2169 -0.1873 -1.8691 -0.001 -0.021 -0.010 -0.205
C -1.5777 0.6655 -2.9036 -0.010 -0.001 -0.023 0.006
C -1.5805 -1.6189 -1.8804 0.001 0.020 0.021 -0.035
C -2.1998 -2.2827 -0.9050 -0.009 0.019 0.025 -0.018
C -2.7302 -1.7579 0.3741 -0.004 -0.056 -0.061 -0.269
C -3.2160 -0.4676 0.5581 0.023 0.026 -0.006 0.000
C -3.6855 -0.1450 1.8172 0.005 0.002 0.005 -0.114
N -3.7049 -1.0164 2.8226 -0.010 -0.033 -0.019 0.099
C -3.2503 -2.2314 2.5341 -0.017 0.029 0.025 -0.205
N -2.7711 -2.6496 1.3693 -0.016 0.009 -0.004 0.137
H -1.5445 2.7055 -3.5970 -0.007 0.001 0.003 0.115
H -0.2993 3.5045 -1.6058 -0.022 -0.005 0.007 0.098
H -0.1540 -0.2779 0.0027 -0.024 0.011 0.010 0.107
H -2.1153 0.2794 -3.7612 -0.004 0.003 0.003 0.126
H -1.3055 -2.1712 -2.7732 0.011 0.002 0.000 0.116
H -2.3450 -3.3506 -1.0190 -0.005 -0.002 0.004 0.111
H -3.2378 0.2573 -0.2417 0.016 0.007 -0.007 0.113
H -4.0632 0.8499 2.0278 -0.002 -0.005 0.003 0.112
H -3.2657 -2.9598 3.3377 -0.024 0.015 -0.003 0.110
```
Forces are in eV/Å.

**Multiplicity**: 6
**Frontier orbital gap (alpha / beta)**: 4.59 / 5.48 eV
**Lowest unoccupied orbital energy (alpha / beta)**: -1.1291 / -2.6402 eV

***

Record 3
2 unconnected molecules or ions with the total composition C5H12N2O in a non-equilibrium geometry. Source: OMol25; level of theory: ωB97M-V/def2-TZVPD.

Structure (XYZ):
```
20
Properties=species:S:1:pos:R:3:forces:R:3:lowdin_charge:R:1
C 2.4589 -0.5247 -0.1951 -0.290 -0.318 0.224 -0.107
C 1.4442 0.4451 0.3122 -0.570 2.213 -2.162 -0.184
C 0.5515 1.0989 -0.4997 2.927 -0.686 0.857 -0.281
N -0.0378 2.3309 -0.2058 -0.831 0.576 0.406 0.016
H 2.1792 -0.9400 -1.1660 0.028 0.057 0.016 0.071
H 2.5826 -1.3474 0.5120 0.028 -0.042 -0.077 0.071
H 3.4247 -0.0187 -0.2994 -0.053 -0.091 -0.019 0.074
H 1.6197 0.8314 1.3117 -0.316 -0.143 0.118 0.109
H 0.5181 0.8420 -1.5564 -0.256 -0.296 0.065 0.110
H -1.0527 2.2902 -0.1837 0.151 0.147 -0.037 0.059
H 0.2936 2.7646 0.6507 -0.054 -0.281 -0.129 0.078
C -1.3758 -1.4201 -0.7932 0.527 0.662 -0.527 -0.013
C -1.0561 -0.7510 0.5194 0.425 -3.539 3.698 -0.579
N -2.0765 -0.0194 1.0487 0.185 0.615 -0.305 0.153
O -0.1779 -1.2134 1.3126 -2.206 1.086 -2.083 -0.043
H -2.0130 -0.7866 -1.4150 0.033 -0.105 -0.071 0.078
H -1.8930 -2.3629 -0.5918 0.097 0.199 0.154 0.095
H -0.4513 -1.6373 -1.3280 -0.093 -0.017 0.031 0.079
H -2.0297 0.1979 2.0332 0.049 0.002 -0.187 0.114
H -2.9087 0.2205 0.5334 0.218 -0.036 0.028 0.101
```
Forces are in eV/Å.

**Energy above the lowest of the compared OMol25 structures with the same formula, charge and spin**: 48.03 kcal per mole
**Frontier orbital gap**: 8.42 eV
**Lowest unoccupied orbital energy**: 0.7766 eV
**SMILES**: C/C=C/N.CC(N)=O

***

Record 4
4 unconnected molecules or ions with the total composition C27H30IN3O12S in a non-equilibrium geometry. Source: OMol25; level of theory: ωB97M-V/def2-TZVPD.

Structure (XYZ):
```
74
Properties=species:S:1:pos:R:3:forces:R:3:lowdin_charge:R:1
C -1.7568 1.1550 1.3650 0.377 0.495 0.355 -0.004
C -2.5170 1.5191 -0.0465 -5.422 -3.764 -2.221 -0.265
O -3.5837 0.7574 -0.4152 6.978 5.134 2.584 -0.035
O -2.1842 2.6382 -0.9497 0.509 -3.040 1.524 -0.119
C -0.9474 2.3699 -1.7073 1.030 0.811 -0.262 -0.175
C 0.2971 3.0760 -0.9084 0.547 0.559 -0.156 -0.163
C 1.7908 2.5125 -1.3255 0.104 1.520 -0.240 -0.208
C 2.6503 1.9526 -0.0474 1.018 0.374 -0.559 -0.182
C 2.8384 0.3268 0.0133 -0.241 -0.894 1.245 -0.132
C 1.6475 -0.5445 -0.6995 0.048 1.156 -0.186 -0.314
O 1.2245 -1.6500 0.2237 -1.435 -1.245 -3.214 -0.231
S 0.1068 -2.4596 -0.8351 -8.397 -1.835 0.197 0.899
O -1.3063 -1.7788 -0.9843 6.090 -0.761 0.709 -0.334
O -0.2975 -3.9134 -0.4914 3.947 4.552 -1.053 -0.302
O 0.8304 -2.1484 -2.3841 1.140 0.129 2.490 -0.288
C 2.0722 -1.4330 -2.0507 0.867 -0.319 3.085 -0.690
I 3.2656 -0.4773 -3.6149 -1.225 -0.490 0.826 0.954
H -1.1458 0.1315 1.3177 -1.431 2.298 -0.332 0.102
H -1.0385 2.0186 1.7580 -1.581 -1.873 -1.097 0.088
H -2.5708 1.0039 2.1956 1.385 0.317 -1.859 0.086
H -1.0428 2.9296 -2.7535 -0.030 -1.295 2.320 0.151
H -0.8159 1.2299 -1.9345 -0.234 2.024 0.598 0.127
H 0.2430 4.2381 -1.1737 0.076 -2.567 0.621 0.127
H 0.2301 3.0207 0.2643 -0.281 -0.117 -2.390 0.094
H 2.3868 3.4652 -1.7299 -1.240 -2.197 0.770 0.119
H 1.7106 1.7808 -2.2350 0.266 1.164 1.871 0.061
H 2.2273 2.4098 0.9655 0.681 -1.261 -2.178 0.113
H 3.7485 2.4105 -0.1467 -2.364 -1.072 0.263 0.121
H 2.8189 0.0338 1.1705 -0.039 0.485 -2.563 0.111
H 3.8855 -0.0625 -0.3801 -2.227 1.044 0.548 0.120
H 0.6134 0.0378 -0.7998 2.540 -0.758 -0.385 0.139
H 2.8338 -2.2060 -1.5901 -1.442 1.417 -1.077 0.113
O -4.7077 1.7782 4.6994 -0.901 -1.209 0.964 0.055
N -5.3466 0.9314 5.3416 0.511 1.046 0.665 -0.326
O -5.5442 0.9804 6.5642 0.297 -0.025 -1.764 0.059
C -5.9027 -0.2094 4.6041 -0.361 -0.799 -0.538 -0.143
C -5.6717 -0.3244 3.2264 -0.006 -0.018 0.107 0.004
C -6.1826 -1.4244 2.5347 -0.068 0.021 0.342 -0.058
C -6.9203 -2.3961 3.2127 0.056 0.130 0.081 -0.073
C -7.1578 -2.2736 4.5828 0.231 0.307 -0.182 -0.071
C -6.6495 -1.1794 5.2858 0.023 0.004 -0.030 -0.005
H -5.0987 0.4242 2.6836 -0.131 -0.099 0.269 0.110
H -6.0030 -1.5261 1.4666 0.020 0.103 0.238 0.114
H -7.3119 -3.2549 2.6702 0.080 0.187 0.108 0.107
H -7.7362 -3.0335 5.1036 0.130 0.196 -0.059 0.107
H -6.8406 -1.1001 6.3540 0.175 0.167 -0.279 0.117
O 1.5327 2.3941 4.2363 1.543 -1.017 -0.527 0.065
N 2.5567 1.7575 3.9469 -1.256 -0.343 -0.142 -0.320
O 2.5598 0.6341 3.4234 -0.063 1.506 0.665 0.038
C 3.8537 2.3744 4.2497 0.881 0.420 0.235 -0.144
C 3.8969 3.6277 4.8760 0.016 -0.063 -0.022 0.003
C 5.1334 4.1986 5.1834 -0.030 -0.364 -0.190 -0.064
C 6.3136 3.5255 4.8638 -0.118 -0.059 -0.034 -0.071
C 6.2677 2.2823 4.2306 -0.358 0.190 0.085 -0.066
C 5.0371 1.7000 3.9208 -0.029 0.043 0.016 -0.001
H 2.9862 4.1649 5.1317 0.113 -0.312 -0.138 0.121
H 5.1773 5.1679 5.6755 -0.070 -0.217 -0.115 0.110
H 7.2753 3.9721 5.1106 -0.206 -0.093 -0.059 0.109
H 7.1920 1.7653 3.9821 -0.235 0.070 0.033 0.109
H 5.0182 0.7291 3.4301 -0.212 0.248 0.147 0.118
O 1.7927 -1.3036 -8.7180 -0.121 -0.606 1.790 0.067
N 1.6906 -1.7291 -7.5577 0.725 1.018 -0.467 -0.320
O 2.2885 -1.2545 -6.5813 -0.829 -0.649 -1.456 -0.053
C 0.8050 -2.8765 -7.3258 -0.591 -0.800 0.166 -0.138
C 0.1382 -3.4685 -8.4073 0.027 0.003 0.058 -0.001
C -0.6838 -4.5747 -8.1840 0.209 0.196 0.303 -0.068
C -0.8408 -5.0803 -6.8925 0.090 0.115 -0.011 -0.070
C -0.1837 -4.4824 -5.8158 0.060 0.142 -0.360 -0.057
C 0.6432 -3.3773 -6.0271 0.005 -0.003 -0.084 0.006
H 0.2501 -3.0864 -9.4197 0.115 0.054 0.341 0.119
H -1.2004 -5.0452 -9.0178 0.135 0.150 0.151 0.108
H -1.4784 -5.9465 -6.7242 0.127 0.193 -0.029 0.109
H -0.3134 -4.8805 -4.8118 0.056 0.147 -0.187 0.112
H 1.1509 -2.9246 -5.1780 -0.052 0.028 -0.328 0.098
```
Forces are in eV/Å.

**Energy above the lowest of the compared OMol25 structures with the same formula, charge and spin**: 152.78 kcal per mole
**Frontier orbital gap**: 8.71 eV
**Lowest unoccupied orbital energy**: -1.1123 eV
**SMILES**: CC(=O)OCCCCC[C@@H]1OS(=O)(=O)O[C@H]1I.O=[N+]([O-])c1ccccc1.O=[N+]([O-])c1ccccc1.O=[N+]([O-])c1ccccc1